A.
A cluster of 2 separate species, C4H11NO2S in total, computed with ωB97M-V with the def2-TZVPD basis set.

Output
Frontier orbital gap ... 9.6 eV
LUMO energy ... 0.5 eV
Total charge ... 0
E_HOMO ... -9.143 eV

Cartesian coordinates (Å):
1 C -0.646 -0.832 2.920
2 C -0.589 -1.088 1.443
3 O -0.182 -2.032 0.784
4 N -1.184 -0.048 0.738
5 C -1.062 -0.030 -0.741
6 C -0.970 1.467 -1.036
7 S 0.764 1.864 -1.560
8 H 0.065 -1.331 3.613
9 H -0.564 0.244 3.041
10 H -1.661 -0.999 3.273
11 H -1.619 0.745 1.185
12 H -0.101 -0.592 -1.042
13 H -2.031 -0.448 -1.049
14 H -1.060 2.181 -0.172
15 H -1.390 1.858 -1.991
16 H 1.343 1.760 -0.271
17 O 2.520 -1.370 -0.912
18 H 2.247 -1.475 0.008
19 H 1.701 -1.340 -1.426

Atomic partial charges in e from the natural (NBO) method, atoms 1 to 2: -0.715 0.677

B.
A cluster of 2 separate species, C4H11NO2S in total, computed with ωB97M-V with the def2-TZVPD basis set.

Output
Frontier orbital gap ... 9.2 eV
LUMO energy ... 0.4 eV
Total charge ... 0
E_HOMO ... -8.757 eV

Cartesian coordinates (Å):
1 N -0.829 0.520 -1.993
2 C -0.713 -0.593 -1.201
3 O -0.108 -1.565 -1.606
4 C -1.394 -0.354 0.162
5 C -0.289 0.249 1.074
6 C 0.854 -0.647 1.425
7 S 0.573 -1.606 2.994
8 H -0.267 0.427 -2.833
9 H -1.554 1.211 -1.961
10 H -2.189 0.391 0.203
11 H -1.760 -1.338 0.462
12 H 0.206 0.878 0.304
13 H -0.738 0.840 1.867
14 H 1.048 -1.412 0.677
15 H 1.764 -0.054 1.526
16 H -0.306 -2.563 2.622
17 O 1.630 1.875 -0.893
18 H 2.511 1.517 -1.042
19 H 1.560 2.226 -1.786

Atomic partial charges in e from the natural (NBO) method, atoms 1 to 2: -0.845 0.692

C.
A cluster of 2 separate species, C4H11NO2S in total, computed with ωB97M-V with the def2-TZVPD basis set.

Output
Frontier orbital gap ... 9.7 eV
LUMO energy ... 0.6 eV
Total charge ... 0
E_HOMO ... -9.079 eV

Cartesian coordinates (Å):
1 N -0.332 -2.204 -1.814
2 C -0.645 -0.872 -1.784
3 O -1.737 -0.449 -1.494
4 C 0.489 0.129 -2.301
5 C 1.412 0.282 -1.053
6 C 0.698 1.152 -0.026
7 S 1.126 0.816 1.720
8 H -1.078 -2.865 -1.682
9 H 0.616 -2.524 -1.800
10 H 0.959 -0.103 -3.257
11 H -0.154 0.968 -2.496
12 H 1.640 -0.730 -0.705
13 H 2.325 0.811 -1.365
14 H 1.080 2.205 -0.209
15 H -0.366 0.995 0.037
16 H 0.511 -0.428 1.746
17 O -1.900 0.439 3.845
18 H -1.607 -0.318 3.323
19 H -2.242 1.017 3.135

Atomic partial charges in e from the natural (NBO) method, atoms 1 to 2: -0.842 0.688

D.
A cluster of 2 separate species, C4H11NO2S in total, computed with ωB97M-V with the def2-TZVPD basis set.

Output
Frontier orbital gap ... 9.7 eV
LUMO energy ... 0.7 eV
Total charge ... 0
E_HOMO ... -9.033 eV

Cartesian coordinates (Å):
1 C -0.427 -1.842 2.587
2 C -0.448 -1.156 1.232
3 O -0.852 -1.726 0.232
4 N -0.173 0.178 1.229
5 C -0.400 0.999 0.066
6 C 0.770 1.994 -0.193
7 S 2.043 1.357 -1.310
8 H -1.048 -2.731 2.487
9 H 0.602 -2.141 2.816
10 H -0.743 -1.189 3.397
11 H 0.092 0.660 2.078
12 H -0.586 0.393 -0.814
13 H -1.297 1.621 0.119
14 H 1.220 2.284 0.748
15 H 0.282 2.838 -0.670
16 H 1.691 0.076 -1.270
17 O -2.331 -0.989 -2.164
18 H -2.443 -1.763 -2.722
19 H -2.288 -1.349 -1.264

Atomic partial charges in e from the natural (NBO) method, atoms 1 to 2: -0.710 0.691

The relative energies come out as A 1.017; B 0.548; C 0.495; D 0.000, with values in eV.

A.
An isolated molecule of C4H9NO2S, computed with ωB97M-V with the def2-TZVPD basis set.

Output
Frontier orbital gap ... 9.4 eV
LUMO energy ... 0.9 eV
Total charge ... 0
E_HOMO ... -8.496 eV

Cartesian coordinates (Å):
1 C 0.202 1.854 -0.610
2 C -0.999 1.037 -0.191
3 C 1.109 1.650 0.712
4 C -0.237 -2.894 0.290
5 N -0.412 -0.152 0.510
6 O -0.335 -1.284 -1.881
7 O 0.714 0.374 1.191
8 S 0.384 -1.408 -0.653
9 H 0.642 1.414 -1.472
10 H -0.041 2.808 -0.703
11 H -1.540 1.539 0.593
12 H -1.536 0.627 -1.002
13 H 2.124 1.685 0.434
14 H 0.931 2.260 1.605
15 H -0.631 -3.616 -0.467
16 H -0.970 -2.443 0.991
17 H 0.595 -3.450 0.655

Atomic partial charges in e from the natural (NBO) method, atoms 1 to 2: -0.434 -0.268

B.
A cluster of 2 separate species, C4H9NO2S in total, computed with ωB97M-V with the def2-TZVPD basis set.

Output
Frontier orbital gap ... 8.5 eV
LUMO energy ... -0.2 eV
Total charge ... 0
E_HOMO ... -8.733 eV

Cartesian coordinates (Å):
1 C -2.313 -0.562 0.661
2 C -1.170 -0.351 -0.337
3 C -1.033 1.137 -0.686
4 C 0.117 -0.794 0.260
5 S 1.188 -1.780 -0.442
6 H -2.165 0.053 1.545
7 H -2.370 -1.605 0.965
8 H -3.256 -0.283 0.204
9 H -1.367 -0.921 -1.249
10 H -0.244 1.286 -1.420
11 H -1.969 1.509 -1.096
12 H -0.787 1.713 0.204
13 H 0.350 -0.372 1.237
14 O 2.938 1.515 0.287
15 N 3.348 0.588 -0.325
16 O 4.265 -0.186 0.378
17 H 4.470 -0.947 -0.185

Atomic partial charges in e from the natural (NBO) method, atoms 1 to 2: -0.595 -0.315

C.
An isolated molecule of C4H9NO2S, computed with ωB97M-V with the def2-TZVPD basis set.

Output
Frontier orbital gap ... 9.8 eV
LUMO energy ... 0.7 eV
Total charge ... 0
E_HOMO ... -9.072 eV

Cartesian coordinates (Å):
1 C -1.159 -1.463 1.325
2 N -0.511 -0.184 1.030
3 C -0.126 0.118 -0.323
4 C 0.237 1.621 -0.431
5 S -0.787 2.349 -1.774
6 C 0.939 -0.823 -0.809
7 O 0.813 -1.848 -1.418
8 O 2.158 -0.475 -0.289
9 H -1.837 -1.425 2.171
10 H -1.681 -1.732 0.397
11 H -0.469 -2.298 1.460
12 H 0.220 -0.058 1.701
13 H -1.043 -0.058 -0.896
14 H 1.283 1.717 -0.702
15 H -0.008 2.090 0.509
16 H -0.774 3.656 -1.441
17 H 2.742 -1.188 -0.510

Atomic partial charges in e from the natural (NBO) method, atoms 1 to 2: -0.417 -0.604

D.
An isolated molecule of C4H9NO2S, computed with ωB97M-V with the def2-TZVPD basis set.

Output
Frontier orbital gap ... 9.2 eV
LUMO energy ... -0.5 eV
Total charge ... 0
E_HOMO ... -9.696 eV

Cartesian coordinates (Å):
1 C 0.599 0.754 1.230
2 C 0.357 -0.193 0.124
3 C 1.418 -1.272 0.243
4 C 0.575 0.519 -1.278
5 S -1.190 -1.032 0.332
6 O -2.459 0.312 -0.093
7 N -3.571 -0.046 -0.725
8 O -4.368 0.867 -0.913
9 H -0.085 1.512 1.163
10 H 0.419 0.236 2.084
11 H 1.580 1.031 1.485
12 H 1.077 -2.286 0.215
13 H 1.868 -1.209 1.195
14 H 2.210 -1.140 -0.495
15 H 0.400 -0.145 -2.015
16 H -0.350 1.228 -1.206
17 H 1.520 0.865 -1.346

Atomic partial charges in e from the natural (NBO) method, atoms 1 to 2: -0.627 -0.206

The relative energies come out as A 3.571; B 3.049; C 0.000; D 4.858, with values in eV.

A.
An isolated molecule of C4H9NO2S, computed with ωB97M-V with the def2-TZVPD basis set.

Output
Frontier orbital gap ... 9.8 eV
LUMO energy ... 0.6 eV
Total charge ... 0
E_HOMO ... -9.148 eV

Cartesian coordinates (Å):
1 O 0.065 0.375 -2.543
2 C 0.716 0.318 -1.535
3 C 0.098 0.154 -0.160
4 C 0.077 1.492 0.616
5 S -1.533 1.932 1.335
6 N 0.677 -0.913 0.638
7 C 0.215 -2.255 0.330
8 O 1.191 -3.095 -0.277
9 H 1.826 0.363 -1.556
10 H -0.947 -0.131 -0.307
11 H 0.753 1.450 1.467
12 H 0.355 2.309 -0.039
13 H -1.993 2.687 0.331
14 H 1.696 -0.921 0.623
15 H -0.073 -2.760 1.249
16 H -0.654 -2.238 -0.317
17 H 1.943 -2.604 -0.625

Atomic partial charges in e from the natural (NBO) method, atoms 1 to 2: -0.498 0.425

B.
A structure of composition C4H9NO2S, computed with ωB97M-V with the def2-TZVPD basis set.

Output
Frontier orbital gap ... 9.3 eV
LUMO energy ... 0.3 eV
Total charge ... 0
E_HOMO ... -8.996 eV

Cartesian coordinates (Å):
1 C -0.418 -0.965 -0.016
2 C 0.693 0.060 0.549
3 C -0.187 1.042 -0.060
4 C -1.385 0.150 0.104
5 H -1.359 -2.727 0.117
6 H 0.334 -2.885 0.313
7 H -0.108 -0.937 -1.168
8 H 0.750 -0.013 1.696
9 H 3.057 0.959 -0.266
10 H -0.248 1.239 -1.087
11 H -0.490 2.411 1.368
12 H -1.890 0.350 1.141
13 H -3.428 0.037 -0.285
14 N -0.575 -2.257 0.707
15 O -0.055 2.383 0.433
16 O -2.405 0.118 -0.884
17 S 2.179 -0.273 -0.414

Atomic partial charges in e from the natural (NBO) method, atoms 1 to 2: -0.071 -0.381

The relative energies come out as A 0.000; B 2.746, with values in eV.

A.
A cluster of 4 separate species, C3H11N3 in total, computed with ωB97M-V with the def2-TZVPD basis set.

Output
Frontier orbital gap ... 10.1 eV
LUMO energy ... 0.9 eV
Total charge ... 0
E_HOMO ... -9.197 eV

Cartesian coordinates (Å):
1 C 0.219 0.059 -0.121
2 C 0.559 1.525 -0.451
3 C 1.071 -0.336 1.097
4 N 0.521 -0.708 -1.320
5 H -1.294 -1.774 0.591
6 H 1.459 -0.521 -1.659
7 H 0.474 -1.705 -1.143
8 H 0.078 1.856 -1.369
9 H 2.132 -0.154 0.908
10 H 1.629 1.671 -0.614
11 H 0.282 2.202 0.355
12 H 0.985 -1.400 1.314
13 H 0.808 0.268 1.965
14 N -3.208 -0.221 0.156
15 N -2.537 0.635 -0.141
16 H -1.043 0.245 -0.096
17 H -2.135 -1.641 0.528

Atomic partial charges in e from the natural (NBO) method, atoms 1 to 2: -0.067 -0.617

B.
A cluster of 2 separate species, C3H11N3 in total, computed with ωB97M-V with the def2-TZVPD basis set.

Output
Frontier orbital gap ... 10.0 eV
LUMO energy ... 1.0 eV
Total charge ... 0
E_HOMO ... -8.981 eV

Cartesian coordinates (Å):
1 C -0.300 -0.888 2.358
2 N -0.858 -0.317 1.355
3 C -2.138 -0.895 0.906
4 H 0.724 -0.628 2.660
5 H -0.783 -1.695 2.801
6 H -2.589 -0.253 0.135
7 H -1.866 -1.794 0.274
8 H -2.911 -1.101 1.707
9 N 0.083 1.176 -1.704
10 C 1.166 0.537 -0.929
11 N 2.450 0.416 -1.578
12 H 0.376 2.105 -1.923
13 H -0.784 1.181 -1.163
14 H 0.825 -0.419 -0.579
15 H 1.328 1.117 -0.056
16 H 2.920 1.367 -1.674
17 H 2.357 0.091 -2.590

Atomic partial charges in e from the natural (NBO) method, atoms 1 to 2: -0.060 -0.401

C.
A cluster of 2 separate species, C3H11N3 in total, computed with ωB97M-V with the def2-TZVPD basis set.

Output
Frontier orbital gap ... 9.3 eV
LUMO energy ... 1.2 eV
Total charge ... 0
E_HOMO ... -8.151 eV

Cartesian coordinates (Å):
1 C 4.506 -0.220 0.870
2 C 4.745 -1.457 0.416
3 N 3.830 -2.212 -0.302
4 H 3.522 0.185 0.634
5 H 5.336 0.354 1.259
6 H 5.597 -2.046 0.725
7 H 2.985 -1.757 -0.612
8 H 4.134 -2.866 -1.000
9 N -4.147 2.330 -0.678
10 C -3.830 1.271 0.246
11 N -3.962 -0.041 -0.341
12 H -5.050 2.313 -1.121
13 H -3.825 3.273 -0.528
14 H -4.506 1.241 1.106
15 H -2.787 1.448 0.528
16 H -3.564 -0.124 -1.273
17 H -4.903 -0.398 -0.246

Atomic partial charges in e from the natural (NBO) method, atoms 1 to 2: -0.535 0.019

D.
A cluster of 2 separate species, C3H11N3 in total, computed with ωB97M-V with the def2-TZVPD basis set.

Output
Frontier orbital gap ... 9.3 eV
LUMO energy ... 1.1 eV
Total charge ... 0
E_HOMO ... -8.269 eV

Cartesian coordinates (Å):
1 N 0.749 -0.715 -2.882
2 C 0.128 -0.161 -1.750
3 C -0.547 -0.919 -0.860
4 N -1.257 -0.458 0.269
5 H 1.653 -0.260 -3.105
6 H 0.167 -0.677 -3.695
7 H 0.121 0.946 -1.711
8 H -0.532 -2.015 -0.952
9 H -0.695 -0.468 1.136
10 H -2.078 -1.002 0.396
11 C -0.106 1.525 2.370
12 N 0.894 0.387 2.221
13 H 0.215 2.200 3.197
14 H -1.072 1.140 2.685
15 H -0.249 2.013 1.422
16 H 1.646 0.800 1.653
17 H 1.274 0.165 3.162

Atomic partial charges in e from the natural (NBO) method, atoms 1 to 2: -0.856 -0.068

The relative energies come out as A 0.661; B 0.403; C 0.000; D 0.155, with values in eV.